[1]
Here is 3 unconnected molecules or ions with the total composition C32H73BFN5O5P in a non-equilibrium geometry from OMol25. Energies are from ωB97M-V/def2-TZVPD.

```
118
Properties=species:S:1:pos:R:3:forces:R:3:lowdin_charge:R:1
C 5.2845 -2.2732 -0.5470 -0.016 -0.169 0.116 -0.111
O 6.4442 -1.9693 -1.2829 0.103 0.061 0.050 -0.177
C 6.2609 -0.9176 -2.2066 0.243 -0.042 -0.146 -0.226
C 6.2871 0.4691 -1.5417 0.071 -0.016 -0.203 -0.162
C 5.3098 1.5022 -2.1257 0.159 0.242 0.157 -0.213
C 4.7807 2.4774 -1.0649 0.283 0.103 -0.228 -0.222
C 4.0752 3.6954 -1.6805 0.170 0.012 0.114 -0.205
C 3.0894 4.4199 -0.7385 0.257 0.468 -0.182 -0.202
C 1.6851 4.6612 -1.3284 0.180 0.092 -0.007 -0.187
C 0.5422 4.6682 -0.2926 0.038 0.421 -0.110 -0.205
C -0.7128 3.8619 -0.6329 0.044 0.099 0.656 -0.183
C -0.6339 2.3142 -0.7068 -0.256 -0.148 -0.899 -0.400
P 0.4759 1.6561 0.6051 -0.298 -0.693 0.284 0.845
N 0.5763 0.1011 0.7561 0.109 0.335 -0.292 -0.220
C -0.1613 1.8663 -2.1543 0.002 0.278 -0.072 -0.177
C 1.1851 1.1538 -2.4276 0.028 -0.171 -0.200 -0.133
C 1.2106 -0.3777 -2.2668 -0.039 -0.071 -0.207 -0.158
C 2.5414 -0.9258 -1.7604 -0.109 0.275 0.054 -0.216
F 2.3141 -2.0529 -0.9867 -0.242 -0.163 -0.010 -0.050
C -1.3255 1.1269 -2.7311 -0.150 -0.310 0.047 -0.116
C -1.3652 0.5305 -4.1101 -0.297 0.167 0.101 -0.079
C -1.5124 -1.0221 -4.1092 -0.032 0.293 -0.384 -0.178
C -0.5735 -1.7058 -5.1089 0.198 -0.031 -0.013 -0.167
C -0.2102 -3.1745 -4.7512 0.218 0.069 -0.155 -0.222
O -0.5630 -3.5821 -3.4402 -0.341 0.002 -0.417 -0.074
N -2.3230 1.0731 -1.9157 0.316 -0.231 -0.161 0.009
C -3.6015 0.4215 -2.1884 -0.216 0.219 -0.264 0.046
C -2.1254 1.8180 -0.6549 0.137 0.551 0.143 -0.070
B -2.8680 1.2526 0.6773 0.124 -0.278 -0.049 -0.551
O -4.2456 1.3983 0.6316 0.564 0.341 -0.930 0.159
N -2.1823 0.7502 1.8287 -0.291 0.124 0.107 -0.140
C -2.7110 1.3030 3.0904 0.078 -0.396 0.107 -0.062
C -2.0927 -0.7208 1.8822 0.327 -0.127 0.189 -0.068
H 5.5745 -2.9107 0.2909 0.007 0.064 -0.123 0.099
H 4.8071 -1.3724 -0.1358 0.038 -0.089 -0.033 0.074
H 4.5559 -2.8170 -1.1615 0.086 0.107 0.053 0.083
H 7.0929 -1.0106 -2.9104 -0.143 0.019 0.019 0.127
H 5.3376 -1.0706 -2.7858 0.002 0.018 0.099 0.098
H 7.3025 0.8622 -1.6539 -0.099 -0.011 0.248 0.118
H 6.1260 0.3390 -0.4664 -0.110 0.013 -0.102 0.111
H 5.8368 2.1023 -2.8788 -0.167 -0.143 -0.038 0.120
H 4.4751 1.0146 -2.6466 0.029 0.024 0.065 0.089
H 4.1279 1.9626 -0.3469 0.024 -0.049 -0.078 0.094
H 5.6536 2.8350 -0.5021 -0.250 -0.100 0.147 0.124
H 3.5840 3.3993 -2.6162 -0.100 0.003 0.119 0.101
H 4.8595 4.4045 -1.9690 -0.147 -0.137 -0.165 0.116
H 3.5167 5.4084 -0.5330 -0.096 -0.177 0.247 0.114
H 3.0346 3.9201 0.2348 -0.033 -0.104 -0.150 0.088
H 1.5086 3.9519 -2.1445 -0.064 -0.029 0.194 0.082
H 1.7070 5.6489 -1.8029 -0.081 -0.242 -0.138 0.118
H 0.9252 4.4070 0.7022 -0.087 -0.065 -0.176 0.092
H 0.1927 5.7027 -0.1902 0.057 -0.154 0.113 0.119
H -1.1477 4.2366 -1.5692 0.019 -0.117 0.070 0.135
H -1.4437 4.0980 0.1535 0.051 0.013 -0.119 0.124
H -0.0234 2.3370 1.7227 0.122 0.269 0.022 0.031
H 1.6893 2.2914 0.3019 -0.052 0.211 0.041 0.012
H 1.5241 -0.2307 0.6292 -0.011 -0.212 0.084 -0.020
H -0.0944 2.7856 -2.7570 -0.126 -0.092 0.084 0.149
H 1.4336 1.3750 -3.4730 0.099 0.109 0.181 0.126
H 1.9751 1.6326 -1.8412 -0.115 -0.025 0.045 0.086
H 0.4288 -0.7211 -1.5846 0.144 0.101 0.106 0.102
H 1.0247 -0.8178 -3.2504 -0.106 -0.050 0.141 0.090
H 3.2012 -1.2264 -2.5767 -0.005 0.116 0.061 0.112
H 3.0603 -0.1947 -1.1290 -0.026 -0.058 -0.080 0.098
H -0.4932 0.8692 -4.6748 0.000 -0.137 0.187 0.124
H -2.2362 0.9657 -4.6186 0.178 0.033 0.022 0.135
H -1.3473 -1.3966 -3.0994 -0.112 -0.082 -0.098 0.096
H -2.5403 -1.2515 -4.4050 0.098 -0.154 0.347 0.120
H -1.0285 -1.6899 -6.1045 0.074 0.044 0.111 0.120
H 0.3579 -1.1331 -5.2022 -0.149 -0.013 0.072 0.097
H 0.8685 -3.3087 -4.8911 -0.083 -0.012 -0.089 0.119
H -0.7037 -3.8566 -5.4425 -0.095 -0.040 0.205 0.122
H -0.0722 -3.0509 -2.8180 0.393 0.082 0.401 0.068
H -3.7457 0.3304 -3.2653 0.045 -0.081 0.188 0.097
H -4.4040 1.0372 -1.7787 0.161 -0.115 0.022 0.110
H -3.6123 -0.5673 -1.7274 -0.013 0.047 -0.019 0.126
H -2.7407 2.7227 -0.8123 0.070 -0.082 0.014 0.155
H -4.6937 0.5628 0.7431 -0.484 -0.241 0.779 0.115
H -1.9522 1.1531 3.8653 -0.081 0.145 -0.052 0.089
H -2.9215 2.3716 2.9981 -0.003 -0.136 0.038 0.090
H -3.6132 0.7789 3.4253 -0.063 0.182 -0.018 0.099
H -1.2794 -1.0750 1.2506 -0.154 0.010 -0.096 0.050
H -3.0440 -1.2152 1.6332 0.031 0.038 0.018 0.088
H -1.8452 -1.0171 2.9064 0.010 0.082 -0.139 0.098
C -1.4921 4.0861 8.4948 0.029 0.060 0.017 -0.066
C -1.1743 3.5767 7.0933 -0.055 -0.064 0.148 -0.435
C -2.3239 3.7535 6.0933 0.117 0.030 -0.146 -0.218
O -3.3813 2.8264 6.2286 -0.025 0.003 0.001 -0.201
C -4.3437 3.1390 7.2211 -0.047 -0.075 -0.053 -0.098
N -0.7137 2.1903 7.1863 -0.062 0.011 -0.181 0.043
H -2.1386 3.3946 9.0350 -0.021 -0.007 -0.022 0.067
H -0.5732 4.1854 9.0704 0.006 -0.040 0.007 0.078
H -1.9812 5.0612 8.4632 -0.009 -0.004 -0.003 0.080
H -0.3407 4.1721 6.7066 -0.020 0.017 -0.036 0.135
H -1.9227 3.5854 5.0884 -0.013 -0.028 0.000 0.104
H -2.7106 4.7812 6.1197 -0.005 -0.002 0.073 0.122
H -4.4963 4.2194 7.2974 0.005 0.008 0.018 0.092
H -4.0635 2.7459 8.2004 0.024 0.057 0.017 0.078
H -5.2805 2.6713 6.9220 -0.003 0.006 -0.012 0.088
H -0.3819 1.8731 6.2807 0.089 0.021 0.023 0.063
H -1.5154 1.6013 7.3921 0.014 -0.010 0.091 0.071
C -0.9798 -7.5228 0.7210 0.058 -0.041 0.024 -0.071
C -2.1090 -8.3268 0.0847 0.008 0.132 0.068 -0.435
C -2.2561 -8.1030 -1.4252 -0.016 -0.141 -0.035 -0.209
O -2.8625 -6.8771 -1.7861 0.029 0.056 0.017 -0.187
C -2.0032 -5.7547 -1.8133 -0.195 -0.060 0.067 -0.120
N -3.3491 -8.0637 0.8173 -0.040 -0.032 -0.125 0.038
H -1.2570 -6.4758 0.8478 -0.012 0.002 -0.025 0.061
H -0.7524 -7.9194 1.7095 -0.034 0.013 0.018 0.076
H -0.0707 -7.5676 0.1184 -0.003 0.008 -0.007 0.078
H -1.8720 -9.3872 0.2147 -0.001 -0.015 -0.044 0.136
H -2.9147 -8.8787 -1.8229 -0.031 0.029 -0.009 0.122
H -1.2860 -8.2062 -1.9300 0.022 0.019 0.042 0.120
H -0.9990 -6.0233 -2.1509 0.013 0.005 -0.006 0.087
H -1.9364 -5.2779 -0.8294 0.103 0.003 -0.017 0.075
H -2.4241 -5.0365 -2.5125 0.006 -0.022 -0.041 0.072
H -4.0816 -8.6826 0.4845 0.016 -0.062 0.065 0.073
H -3.6672 -7.1315 0.5693 0.013 0.033 0.044 0.066
```
Forces are in eV/Å.

## Properties
- maximum force (eV Å⁻¹) = 1.139
- HOMO level (eV) = -10.472
- lowest unoccupied orbital energy (eV) = -3.084
- total charge = +1

***

[2]
Here is a single C3H7O4PS molecule in a non-equilibrium geometry from OMol25. Energies are from ωB97M-V/def2-TZVPD.

```
16
Properties=species:S:1:pos:R:3:forces:R:3:lowdin_charge:R:1
C 0.6635 -1.4223 0.9349 0.558 0.794 -1.945 -0.393
C 1.6372 1.6749 -0.3039 0.168 -2.724 -2.407 -0.096
C -2.6716 0.2562 -0.2361 -2.237 -2.347 -0.760 -0.198
O -0.7488 -0.9635 -1.8855 -0.333 0.363 0.515 -0.337
O 3.7442 0.3934 -0.0625 -0.934 -0.839 0.448 -0.448
O -0.5493 -0.8008 0.7638 -2.430 1.216 -1.136 -0.254
O 1.6189 -0.4757 1.2957 1.321 0.902 -0.375 -0.293
P -1.0306 -0.1350 -0.6826 2.098 -1.096 0.388 0.736
S 2.3114 0.0349 -0.1796 1.248 1.817 0.100 0.907
H 0.4608 -2.0926 1.7107 0.539 -1.362 1.070 0.125
H 0.9997 -1.7705 -0.0608 -0.418 -1.171 0.683 0.089
H 1.6179 2.1053 -1.2804 0.337 -0.110 -0.678 0.026
H 1.2381 2.2588 0.4022 -1.189 1.673 3.177 -0.015
H -3.1888 0.7696 -0.9931 -0.186 1.336 -1.057 0.036
H -3.4180 -0.5754 -0.0894 1.328 -0.066 -0.083 0.097
H -2.6845 0.7428 0.6665 0.132 1.614 2.059 0.019
```
Forces are in eV/Å.

## Properties
- energy above the lowest of the compared OMol25 structures with the same formula, charge and spin (eV) = 3.403
- maximum force (eV Å⁻¹) = 3.782
- HOMO level (alpha / beta) (eV) = -9.528 / -8.877
- lowest unoccupied orbital energy (alpha / beta) (eV) = -1.361 / -0.960
- total charge = 0

***

[3]
Here is a molecular structure, C9H21F3HoIOP2 in a non-equilibrium geometry from OMol25. Energies are from ωB97M-V/def2-TZVPD.

```
38
Properties=species:S:1:pos:R:3:forces:R:3:lowdin_charge:R:1
C -0.1103 -0.0367 -5.3394 0.643 -0.146 -0.480 -0.364
I -0.5359 0.0724 -3.1295 -0.120 -0.055 -0.903 0.769
H 0.9684 0.0630 -5.4740 -0.195 0.007 0.414 0.016
H -0.6161 0.7594 -5.8880 -0.208 0.154 0.795 0.028
H -0.4381 -0.9967 -5.7412 -0.132 -0.021 0.700 0.024
Ho 0.4585 -0.0169 0.2382 2.506 -0.065 0.528 1.060
P 0.1685 2.5164 0.3051 -0.337 3.186 0.090 0.679
C -1.4116 3.3864 -0.0303 0.184 -0.147 0.071 -0.221
C 0.9030 3.2264 1.8463 -0.145 -0.213 0.008 -0.220
H 1.0559 4.3142 1.7363 -0.089 -0.469 0.027 0.077
H 1.5082 4.0983 -1.0526 -0.064 -0.536 -0.075 0.078
H 1.8661 2.7436 2.0705 -0.160 0.205 -0.155 0.058
H 2.3329 2.5117 -0.8760 -0.069 0.266 0.049 0.048
H -2.1042 3.1025 0.7838 0.262 0.351 -0.318 0.062
H 0.2396 3.0000 2.6954 0.138 0.234 -0.354 0.051
C 1.3624 3.0026 -1.0458 -0.321 -0.341 0.170 -0.253
H -1.2589 4.4881 -0.0803 -0.230 -0.800 0.001 0.082
H 0.9875 2.6256 -2.0124 0.074 0.452 0.309 -0.003
H -1.8132 2.9750 -0.9758 0.141 0.450 0.348 0.053
P 0.1999 -2.5278 0.6740 -0.262 -3.386 0.664 0.695
C -1.3634 -3.4791 0.4774 0.179 0.223 0.006 -0.223
C 1.4091 -3.2153 -0.5783 -0.370 0.463 0.073 -0.243
H 1.8972 -2.4936 2.4596 -0.149 -0.212 -0.125 0.057
H 1.1066 -4.1035 2.3604 -0.127 0.494 -0.122 0.077
H 0.2741 -2.6744 3.1133 0.135 -0.267 -0.316 0.049
C 0.9397 -3.0127 2.3043 -0.155 0.293 0.000 -0.222
H 2.3726 -2.6897 -0.4900 -0.091 -0.270 0.083 0.046
H 1.5709 -4.2991 -0.4290 -0.110 0.554 -0.084 0.078
H -1.1985 -4.5754 0.5847 -0.171 0.828 -0.095 0.082
H -1.7749 -3.2192 -0.5154 0.131 -0.376 0.377 0.056
H 1.0279 -3.0029 -1.5901 0.075 -0.331 0.260 0.036
H -2.0644 -3.0942 1.2402 0.270 -0.366 -0.240 0.060
C -1.8146 -0.0580 0.0962 -7.104 -0.091 -0.467 -0.219
O -2.9781 -0.0701 0.0361 5.360 0.057 0.428 0.184
F -1.4405 -0.9346 3.0783 0.791 0.896 -0.395 0.002
C -0.6651 0.1417 2.6620 -0.143 -0.030 -0.080 -0.539
F -1.4598 1.2544 2.9152 0.805 -0.917 -0.259 0.002
F 0.3988 0.2184 3.5708 -0.945 -0.072 -0.933 0.000
```
Forces are in eV/Å.

## Properties
- multiplicity = 5
- expectation value of S² = 6.0064
- maximum force (eV Å⁻¹) = 7.120
- HOMO level (alpha / beta) (eV) = -15.986 / -15.980
- lowest unoccupied orbital energy (alpha / beta) (eV) = -8.406 / -8.263
- total charge = +2

***

[4]
Here is 3 unconnected molecules or ions with the total composition C2H2N2O3 in a non-equilibrium geometry from OMol25. Energies are from ωB97M-V/def2-TZVPD.

```
9
Properties=species:S:1:pos:R:3:forces:R:3:lowdin_charge:R:1
C 0.4446 -0.1496 -0.3396 -0.066 -0.749 0.256 -0.054
C 2.8708 -2.7301 -2.4209 0.376 -0.799 -0.291 -0.477
N 0.4808 0.8848 -0.8577 -0.009 -1.023 0.336 0.073
N -1.5863 -1.3772 2.4213 0.856 0.684 0.084 -0.018
O -2.0952 -0.3928 2.8959 1.223 -1.050 -0.662 -0.089
O 2.3848 -1.7494 -2.1783 -1.976 4.084 1.045 0.212
O 3.3587 -3.7138 -2.6850 1.638 -3.303 -0.796 0.236
H -0.4640 -1.2596 2.2270 -2.060 0.370 0.525 0.073
H 0.4724 1.8433 -0.9686 0.017 1.785 -0.497 0.044
```
Forces are in eV/Å.

## Properties
- energy above the lowest of the compared OMol25 structures with the same formula, charge and spin (eV) = 3.512
- maximum force (eV Å⁻¹) = 4.656
- HOMO level (eV) = -9.269
- lowest unoccupied orbital energy (eV) = -0.058
- total charge = 0

***

Q: The highest total charge belongs to which entry?
A: C9H21F3HoIOP2

***

Q: Which formula does entry 4 have?
A: C2H2N2O3

***

Repeat the second record exactly.
Here is a single C3H7O4PS molecule in a non-equilibrium geometry from OMol25. Energies are from ωB97M-V/def2-TZVPD.

```
16
Properties=species:S:1:pos:R:3:forces:R:3:lowdin_charge:R:1
C 0.6635 -1.4223 0.9349 0.558 0.794 -1.945 -0.393
C 1.6372 1.6749 -0.3039 0.168 -2.724 -2.407 -0.096
C -2.6716 0.2562 -0.2361 -2.237 -2.347 -0.760 -0.198
O -0.7488 -0.9635 -1.8855 -0.333 0.363 0.515 -0.337
O 3.7442 0.3934 -0.0625 -0.934 -0.839 0.448 -0.448
O -0.5493 -0.8008 0.7638 -2.430 1.216 -1.136 -0.254
O 1.6189 -0.4757 1.2957 1.321 0.902 -0.375 -0.293
P -1.0306 -0.1350 -0.6826 2.098 -1.096 0.388 0.736
S 2.3114 0.0349 -0.1796 1.248 1.817 0.100 0.907
H 0.4608 -2.0926 1.7107 0.539 -1.362 1.070 0.125
H 0.9997 -1.7705 -0.0608 -0.418 -1.171 0.683 0.089
H 1.6179 2.1053 -1.2804 0.337 -0.110 -0.678 0.026
H 1.2381 2.2588 0.4022 -1.189 1.673 3.177 -0.015
H -3.1888 0.7696 -0.9931 -0.186 1.336 -1.057 0.036
H -3.4180 -0.5754 -0.0894 1.328 -0.066 -0.083 0.097
H -2.6845 0.7428 0.6665 0.132 1.614 2.059 0.019
```
Forces are in eV/Å.

## Properties
- energy above the lowest of the compared OMol25 structures with the same formula, charge and spin (eV) = 3.403
- maximum force (eV Å⁻¹) = 3.782
- HOMO level (alpha / beta) (eV) = -9.528 / -8.877
- lowest unoccupied orbital energy (alpha / beta) (eV) = -1.361 / -0.960
- total charge = 0

***

Q: Which of these has the highest maximum force?
A: C9H21F3HoIOP2